Entry 1:
{"formula": "C10H4ClHoNO5", "method": "ωB97M-V/def2-TZVPD", "elements": ["O", "C", "Ho", "O", "C", "C", "O", "C", "O", "C", "O", "Cl", "C", "C", "C", "C", "N", "C", "H", "H", "H", "H"], "xyz": [[-1.205, 4.908, -1.991], [-0.946, 3.876, -1.569], [-0.290, 1.310, -0.516], [0.975, 3.222, 2.253], [0.550, 2.660, 1.342], [-1.307, 0.568, -2.609], [-1.773, 0.139, -3.572], [1.793, 1.709, -1.731], [2.800, 1.828, -2.277], [-2.534, 1.494, 0.430], [-3.580, 1.514, 0.911], [-1.545, -4.180, 0.491], [-0.403, -2.926, 0.663], [0.819, -3.145, 1.296], [1.718, -2.080, 1.406], [1.381, -0.836, 0.886], [0.185, -0.663, 0.280], [-0.733, -1.666, 0.146], [1.042, -4.133, 1.686], [2.685, -2.196, 1.892], [2.040, 0.042, 0.936], [-1.673, -1.445, -0.353]], "s_squared": 6.0041, "homo_lumo_gap_ev": [5.6, 5.7], "total_charge": 3, "max_force_ha_per_bohr": 0.1286, "spin_multiplicity": 5, "lumo_ev": [-14.123, -13.972]}

=====

Entry 2:
{"formula": "C6H9N", "method": "ωB97M-V/def2-TZVPD", "elements": ["H", "N", "C", "C", "C", "C", "C", "C", "H", "H", "H", "H", "H", "H", "H", "H"], "xyz": [[-2.781, -1.035, -0.712], [-2.357, -0.194, -0.309], [-1.090, -0.346, -0.125], [-0.386, -1.684, -0.593], [-0.187, 0.749, 0.322], [-0.663, 1.594, 1.252], [1.107, 0.952, -0.302], [2.242, 0.300, -0.011], [-0.807, -2.471, 0.042], [0.689, -1.741, -0.452], [-0.639, -1.936, -1.626], [-0.068, 2.422, 1.622], [-1.680, 1.499, 1.625], [1.170, 1.854, -0.911], [2.267, -0.573, 0.633], [3.183, 0.611, -0.456]], "homo_lumo_gap_ev": 10.0, "max_force_ha_per_bohr": 0.0523, "lumo_ev": 0.637, "de_lowest_kj_mol": 202.9}

=====

Entry 3:
{"formula": "C48H74As2F12N10O4", "method": "ωB97M-V/def2-TZVPD", "elements": ["C", "C", "O", "N", "H", "H", "C", "H", "H", "H", "H", "H", "H", "C", "C", "O", "N", "H", "H", "C", "H", "H", "H", "H", "H", "H", "C", "C", "O", "N", "H", "H", "C", "H", "H", "H", "H", "H", "H", "C", "C", "O", "N", "H", "H", "C", "H", "H", "H", "H", "H", "H", "C", "N", "C", "C", "C", "C", "C", "C", "C", "C", "N", "C", "C", "C", "H", "H", "H", "H", "H", "H", "H", "H", "H", "H", "H", "H", "H", "H", "C", "N", "C", "C", "C", "C", "C", "C", "C", "C", "N", "C", "C", "C", "H", "H", "H", "H", "H", "H", "H", "H", "H", "H", "H", "H", "H", "H", "C", "N", "C", "C", "C", "C", "C", "C", "C", "C", "N", "C", "C", "C", "H", "H", "H", "H", "H", "H", "H", "H", "H", "H", "H", "H", "H", "H", "As", "F", "F", "F", "F", "F", "F", "As", "F", "F", "F", "F", "F", "F"], "xyz": [[5.770, -1.410, -4.698], [6.466, -0.194, -4.120], [6.962, 0.676, -4.821], [6.769, -0.373, -2.601], [6.146, 0.249, -2.106], [6.454, -1.272, -2.264], [8.261, -0.132, -2.310], [6.286, -2.359, -4.551], [5.749, -1.212, -5.770], [4.773, -1.485, -4.264], [8.744, -0.778, -3.044], [8.545, -0.284, -1.269], [8.580, 0.881, -2.554], [-5.726, 5.346, -5.155], [-4.963, 4.053, -4.980], [-4.055, 3.697, -5.750], [-5.215, 3.346, -3.639], [-5.214, 3.918, -2.806], [-6.150, 2.964, -3.665], [-4.324, 2.108, -3.362], [-6.745, 5.238, -4.784], [-5.692, 5.573, -6.220], [-5.270, 6.190, -4.637], [-4.623, 1.324, -4.058], [-4.544, 1.847, -2.326], [-3.292, 2.446, -3.457], [6.595, 1.700, 5.762], [6.325, 3.080, 5.183], [7.143, 3.966, 5.112], [4.889, 3.346, 4.696], [4.464, 2.437, 4.813], [4.368, 3.973, 5.292], [4.815, 3.691, 3.200], [6.516, 0.873, 5.056], [6.027, 1.538, 6.678], [7.620, 1.751, 6.127], [5.217, 4.702, 3.144], [3.744, 3.829, 3.048], [5.287, 2.991, 2.510], [4.537, -7.492, 5.223], [5.549, -7.488, 4.008], [5.937, -8.554, 3.499], [5.828, -6.084, 3.386], [6.004, -5.417, 4.124], [6.703, -6.150, 2.887], [4.683, -5.771, 2.312], [5.011, -6.934, 6.031], [4.272, -8.526, 5.445], [3.656, -6.928, 4.917], [3.733, -5.669, 2.837], [4.604, -6.578, 1.584], [4.927, -4.829, 1.822], [-2.782, -4.997, 1.411], [-3.828, -5.280, 0.443], [-3.736, -4.716, -0.797], [-4.639, -5.199, -1.760], [-5.720, -6.021, -1.420], [-5.715, -6.510, -0.165], [-4.765, -6.158, 0.776], [-6.692, -6.366, -2.466], [-8.046, -6.195, -2.198], [-8.894, -6.606, -3.228], [-8.440, -6.967, -4.458], [-7.120, -7.000, -4.725], [-6.174, -6.706, -3.730], [-9.457, -7.261, -5.507], [-2.002, -5.692, 1.100], [-3.111, -4.988, 2.450], [-2.438, -3.985, 1.198], [-2.887, -4.073, -0.980], [-4.571, -4.727, -2.729], [-6.526, -7.181, 0.074], [-4.694, -6.600, 1.759], [-8.372, -5.754, -1.267], [-9.963, -6.661, -3.085], [-6.820, -7.254, -5.731], [-5.105, -6.677, -3.878], [-9.949, -8.174, -5.170], [-8.862, -7.458, -6.399], [-10.242, -6.524, -5.675], [0.499, 7.317, -3.435], [0.668, 6.417, -4.568], [0.962, 5.132, -4.324], [1.323, 4.299, -5.391], [1.257, 4.799, -6.741], [0.907, 6.127, -6.975], [0.714, 6.944, -5.862], [1.756, 3.987, -7.883], [0.974, 3.710, -8.958], [1.368, 2.688, -9.883], [2.494, 1.931, -9.650], [3.354, 2.250, -8.681], [2.964, 3.232, -7.735], [2.905, 0.759, -10.491], [1.514, 7.694, -3.309], [0.070, 6.857, -2.545], [-0.172, 8.089, -3.811], [1.110, 4.870, -3.287], [1.631, 3.274, -5.251], [0.662, 6.459, -7.973], [0.510, 7.994, -6.010], [0.027, 4.210, -9.098], [0.702, 2.348, -10.662], [4.308, 1.746, -8.719], [3.550, 3.515, -6.872], [3.839, 0.967, -11.012], [2.172, 0.607, -11.283], [2.932, -0.186, -9.950], [-0.948, 6.282, 13.769], [-1.161, 5.580, 12.463], [-2.169, 4.695, 12.399], [-2.532, 4.091, 11.186], [-1.793, 4.403, 10.061], [-0.758, 5.310, 10.172], [-0.415, 5.890, 11.379], [-2.106, 3.815, 8.713], [-1.276, 2.765, 8.227], [-1.570, 2.181, 7.017], [-2.554, 2.673, 6.226], [-3.401, 3.636, 6.681], [-3.231, 4.156, 7.929], [-2.695, 2.333, 4.835], [0.073, 6.661, 13.727], [-1.083, 5.565, 14.580], [-1.703, 7.065, 13.840], [-2.703, 4.526, 13.323], [-3.432, 3.521, 11.009], [-0.261, 5.571, 9.249], [0.421, 6.553, 11.549], [-0.434, 2.389, 8.790], [-0.970, 1.351, 6.675], [-4.180, 3.941, 5.999], [-3.920, 4.875, 8.347], [-2.272, 3.130, 4.223], [-3.741, 2.110, 4.628], [-2.275, 1.336, 4.702], [0.993, -7.908, -2.437], [2.558, -8.329, -1.747], [0.180, -8.823, -1.093], [-0.665, -7.633, -3.214], [1.779, -6.904, -3.687], [1.198, -9.357, -3.469], [0.853, -6.505, -1.321], [1.487, 0.146, 0.327], [1.462, 1.938, 0.047], [3.211, 0.155, 0.761], [1.555, -1.663, 0.613], [-0.285, 0.072, -0.097], [2.028, -0.163, -1.364], [1.139, 0.450, 2.017]], "homo_lumo_gap_ev": 5.6, "total_charge": 8, "max_force_ha_per_bohr": 0.1143, "lumo_ev": -14.507, "de_lowest_kj_mol": 0.0}

=====

Entry 4:
{"formula": "C22H34Br24N8O3P", "method": "ωB97M-V/def2-TZVPD", "elements": ["N", "C", "C", "O", "C", "N", "C", "N", "C", "C", "N", "N", "N", "P", "O", "N", "C", "N", "C", "O", "C", "C", "C", "C", "C", "C", "H", "H", "H", "H", "H", "H", "H", "H", "H", "H", "H", "H", "H", "H", "H", "H", "H", "H", "H", "H", "H", "H", "H", "H", "H", "H", "C", "Br", "Br", "Br", "H", "C", "Br", "Br", "Br", "H", "C", "Br", "Br", "Br", "H", "C", "Br", "Br", "Br", "H", "C", "Br", "Br", "Br", "H", "C", "Br", "Br", "Br", "H", "C", "Br", "Br", "Br", "H", "C", "Br", "Br", "Br", "H"], "xyz": [[-0.354, -2.434, -0.185], [0.331, -1.986, 1.061], [1.601, -1.211, 0.683], [2.453, -1.164, 1.838], [1.377, 0.274, 0.221], [0.006, 0.761, 0.228], [-0.988, 0.945, -0.677], [-0.956, 0.692, -1.990], [0.140, 0.167, -2.801], [0.953, 1.298, -3.521], [0.068, 2.190, -4.276], [1.763, 0.596, -4.509], [1.755, 2.136, -2.601], [-2.474, 0.979, -2.846], [-3.486, -0.044, -2.514], [-2.135, 1.426, -0.124], [-1.840, 1.529, 1.183], [-0.581, 1.137, 1.409], [-0.009, 1.127, 2.750], [0.454, 2.437, 3.039], [1.782, 2.425, 3.460], [2.124, 2.002, 4.749], [3.477, 1.990, 5.149], [4.513, 2.359, 4.278], [4.162, 2.788, 2.985], [2.811, 2.832, 2.597], [-1.227, -1.917, -0.224], [-0.599, -3.409, -0.046], [0.677, -2.894, 1.577], [-0.334, -1.470, 1.768], [2.152, -1.760, -0.095], [3.261, -1.650, 1.650], [1.896, 0.394, -0.730], [1.927, 0.892, 0.950], [0.778, -0.573, -2.302], [-0.332, -0.387, -3.629], [0.379, 2.293, -5.235], [0.164, 3.108, -3.852], [2.295, 1.294, -5.022], [2.426, -0.028, -4.054], [2.672, 1.701, -2.560], [1.360, 2.174, -1.667], [-2.122, 1.025, -4.205], [-2.825, 2.294, -2.462], [-2.476, 1.860, 1.998], [0.786, 0.377, 2.855], [-0.817, 0.850, 3.445], [1.345, 1.708, 5.455], [3.691, 1.655, 6.163], [5.558, 2.330, 4.581], [4.917, 3.085, 2.257], [2.534, 3.153, 1.591], [-3.898, -1.754, 2.802], [-4.104, -0.541, 4.286], [-3.184, -0.840, 1.255], [-2.845, -3.299, 3.271], [-4.887, -2.112, 2.535], [-7.950, -3.524, 1.058], [-6.801, -2.253, 0.172], [-8.289, -5.066, -0.044], [-7.251, -4.015, 2.790], [-8.900, -3.034, 1.224], [3.238, -3.613, -4.888], [3.853, -2.784, -3.247], [3.239, -2.372, -6.362], [4.240, -5.201, -5.298], [2.212, -3.916, -4.725], [-2.587, -5.917, -1.150], [-3.766, -4.469, -0.678], [-1.453, -5.470, -2.643], [-1.549, -6.504, 0.368], [-3.207, -6.750, -1.454], [1.582, -8.003, -7.012], [1.906, -7.134, -8.701], [3.199, -8.737, -6.258], [0.681, -6.831, -5.769], [0.917, -8.835, -7.203], [2.177, 7.037, 3.707], [3.015, 7.854, 5.241], [2.000, 8.280, 2.239], [3.087, 5.408, 3.172], [1.177, 6.754, 4.005], [3.223, 5.567, -3.843], [4.465, 6.049, -2.453], [3.774, 3.962, -4.769], [1.417, 5.445, -3.168], [3.232, 6.366, -4.571], [-5.446, 1.777, 7.781], [-3.992, 0.511, 7.687], [-4.840, 3.579, 7.459], [-6.890, 1.286, 6.603], [-5.831, 1.745, 8.791]], "homo_lumo_gap_ev": 8.9, "total_charge": 1, "max_force_ha_per_bohr": 0.0395, "lumo_ev": -2.376}